(1)
22
Properties=species:S:1:pos:R:3:forces:R:3:mulliken_charge:R:1 method="wB97M-V/def2-TZVPD" orbital_gap_ha=0.16626 relative_energy_kj_mol=934.2 spin_multiplicity=1 charge=+2 e_homo_ev=-17.661
N 1.798487 -0.646868 0.081071 -1.311 4.619 -0.719 -0.14
N -1.636886 -1.791991 -0.348163 2.763 6.805 0.231 -0.44
C -0.303717 -0.321760 1.258170 -2.196 -0.549 1.651 -0.96
C 0.630284 1.517638 0.104166 1.324 3.636 -4.141 -0.86
C 2.922488 -0.085779 -0.737308 0.806 -0.610 2.693 -0.94
C 0.802188 0.200548 0.476194 2.021 -4.318 -0.793 0.88
C -1.725490 -0.527696 0.466197 1.054 -1.995 0.031 0.26
C -2.040865 0.750066 -0.327846 1.303 0.402 1.276 -1.01
H -0.069669 -1.326537 1.666986 0.276 0.540 -0.416 0.37
H -1.004211 0.938182 -0.863092 -1.923 0.000 0.000 0.39
H -2.940869 0.714467 -0.990380 1.033 0.259 0.264 0.40
H 2.552582 0.167398 -1.671506 -0.510 0.195 -2.161 0.43
H -0.490486 0.312417 2.189023 0.213 -0.369 -1.308 0.46
H -1.899728 -2.578338 0.065428 -1.646 -4.056 2.265 0.21
H 1.452811 -1.495428 -0.297234 -0.535 -2.038 0.706 0.38
H 0.918842 2.353306 0.688058 -0.525 0.787 1.464 0.41
H 0.645317 2.568926 -1.373455 -0.135 -2.701 2.630 0.54
H -2.396295 -0.692964 1.295233 -0.421 0.246 0.211 0.34
H 3.720715 -0.852074 -0.741369 -0.408 0.591 -0.276 0.33
H 3.285497 0.823278 -0.240381 0.104 -0.362 -0.026 0.39
H -2.079508 -1.580067 -1.177317 -1.026 -0.301 -2.398 0.23
H -2.141485 1.553278 0.477535 -0.261 -0.780 -1.186 0.34

=====

(2)
23
Properties=species:S:1:pos:R:3:forces:R:3:mulliken_charge:R:1 method="wB97M-V/def2-TZVPD" orbital_gap_ha=0.29712 relative_energy_kj_mol=325.4 spin_multiplicity=1 e_homo_ev=-7.267
O 1.311708 -0.878417 2.237693 1.182 -1.213 -1.958 -0.57
N -0.939215 -2.023703 0.851617 -0.423 0.283 -0.895 -0.20
N -1.971776 -0.900523 -0.813083 0.537 -0.408 0.286 -0.17
C -1.594852 -0.898170 0.478520 -1.054 -1.019 0.468 -0.54
C -0.327283 1.956794 0.402388 0.117 -0.160 0.253 -1.44
C 1.184182 0.036359 -0.576274 -1.265 -0.293 0.408 -0.46
C 0.948394 0.710516 -1.922331 0.160 0.010 0.065 -1.51
C 0.760717 0.300192 1.857247 -1.125 0.626 -0.151 -0.70
C 0.397203 0.665835 0.617886 2.768 0.470 -0.112 1.18
H 2.258950 -0.011909 -0.376807 -0.057 0.178 0.197 0.45
H -2.709854 -0.275819 -1.068815 0.097 0.184 -0.237 0.26
H 1.484130 1.657113 -1.964063 -0.026 0.079 -0.169 0.36
H -0.511760 2.445942 1.356611 -0.126 0.009 0.065 0.44
H 0.254005 2.637801 -0.209930 0.014 0.177 -0.178 0.29
H 1.291917 0.073448 -2.736913 0.179 0.043 -0.011 0.40
H -0.775109 -2.811206 0.216382 -0.088 0.164 0.293 0.18
H -0.759558 -2.165132 1.826231 0.178 0.003 0.028 0.30
H 0.478363 0.888453 2.725333 -0.170 -0.149 -0.031 0.33
H -1.286261 1.770989 -0.075415 -0.145 0.085 -0.086 0.25
H 0.858810 -1.001529 -0.668534 0.012 -0.263 -0.093 0.28
H -0.104547 0.899478 -2.103581 -0.158 0.053 0.077 0.30
H -1.767894 -1.674513 -1.446995 -0.168 0.093 -0.022 0.18
H 1.519729 -1.402001 1.392833 -0.438 1.048 1.804 0.40

=====

(3)
23
Properties=species:S:1:pos:R:3:forces:R:3:mulliken_charge:R:1 method="wB97M-V/def2-TZVPD" orbital_gap_ha=0.34006 relative_energy_kj_mol=276.2 spin_multiplicity=1 e_homo_ev=-8.431
O 1.744025 1.025739 0.336769 -0.937 -0.326 -0.702 -0.73
N 0.457662 -1.243224 -0.092914 -0.403 0.220 1.737 0.30
N -0.578977 1.195803 0.015610 -0.099 -0.438 -0.549 0.29
C -0.733434 -1.893863 -0.577738 -0.192 -0.164 0.302 -1.06
C -0.402085 1.889091 -1.249867 -0.049 0.014 0.180 -1.01
C 1.711634 -1.862711 -0.443245 0.134 -0.158 0.325 -1.01
C 0.598047 0.562328 0.471308 1.465 1.889 1.931 0.77
C 0.396961 -0.573206 1.412540 0.021 -1.215 -3.158 -1.06
C -1.299927 1.974450 1.002506 0.163 0.036 -0.020 -0.98
H 2.517137 -1.169310 -0.207573 0.055 0.022 0.005 0.34
H 1.872940 -2.810858 0.089169 0.033 0.041 -0.030 0.31
H 0.157703 2.825634 -1.146041 0.065 -0.040 -0.012 0.32
H -0.789880 2.922451 1.220408 -0.036 0.012 0.068 0.34
H -1.404579 1.416223 1.931112 -0.018 0.000 0.039 0.28
H -2.296422 2.197025 0.618581 -0.009 0.007 0.040 0.31
H 0.133915 1.227461 -1.928338 -0.009 0.097 -0.075 0.29
H -0.655603 -2.056150 -1.655870 0.066 0.062 0.051 0.32
H 1.283312 -0.889145 1.957467 -0.251 0.203 0.092 0.36
H -1.388921 2.115973 -1.657769 0.038 -0.017 -0.060 0.33
H 1.740017 -2.065359 -1.517814 -0.117 0.077 0.083 0.29
H -1.595947 -1.256775 -0.389281 -0.008 0.039 -0.015 0.32
H -0.900363 -2.868810 -0.096772 -0.022 0.033 -0.030 0.33
H -0.567217 -0.662768 1.907752 0.111 -0.394 -0.202 0.36

=====

(4)
23
Properties=species:S:1:pos:R:3:forces:R:3:mulliken_charge:R:1 method="wB97M-V/def2-TZVPD" orbital_gap_ha=0.33949 relative_energy_kj_mol=410.2 spin_multiplicity=1 e_homo_ev=-8.493
O -0.403706 0.636587 -2.254811 -0.136 0.158 0.288 -0.53
N 0.829712 -1.733349 1.815563 -0.272 -0.102 0.875 -0.84
N 0.271722 -0.860426 -0.312944 1.531 2.387 -0.348 0.21
C 0.660184 0.078206 -1.580287 -0.009 -2.085 1.133 -0.59
C -0.991389 -1.454212 -0.358247 -3.164 2.402 -0.840 -1.27
C -0.918814 1.834244 0.627788 -1.227 -1.199 -0.810 -0.38
C 1.036267 -0.936229 0.849295 0.461 -0.524 -1.352 0.99
C 2.351814 -0.206131 0.855223 -0.147 0.206 0.066 -1.25
C -2.100453 1.285446 0.216361 0.389 2.798 2.391 -0.92
H 3.009323 -0.598415 0.079043 -0.041 0.076 -0.127 0.31
H -0.962645 -2.422092 -0.864421 -0.669 0.347 -0.610 0.32
H 2.207944 0.861747 0.699912 0.168 0.122 -0.010 0.27
H 2.830418 -0.380784 1.814719 -0.085 0.065 0.002 0.35
H -0.019222 -2.286694 1.742653 -0.020 0.114 -0.194 0.24
H -0.355169 1.404780 1.447046 -0.065 0.034 0.046 0.24
H 1.394112 0.827583 -1.281334 -0.083 -0.287 0.301 0.34
H -0.727860 1.391744 -1.746497 -0.043 -0.194 -0.078 0.31
H -0.443997 2.647291 0.091085 -0.020 0.069 -0.058 0.37
H -1.761216 -0.481420 -0.699211 1.770 -3.380 -0.324 0.28
H -2.773150 1.888865 -0.382075 0.309 -0.257 -0.880 0.31
H 1.097010 -0.645471 -2.276363 0.107 0.314 0.083 0.39
H -1.551609 -1.590025 0.567495 0.899 -0.193 0.649 0.48
H -2.679275 0.738755 0.950009 0.346 -0.872 -0.204 0.37

=====

(5)
24
Properties=species:S:1:pos:R:3:forces:R:3:mulliken_spin:R:1 method="wB97M-V/def2-TZVPD" orbital_gap_ha="0.11660 / 0.36220" relative_energy_kj_mol=51.6 spin_multiplicity=2 charge=-1 e_homo_ev="0.724 / -6.236"
O -2.461045 -2.405077 0.290776 0.156 -0.084 -0.107 -0.16
O 0.475226 2.417838 0.562209 0.451 -0.187 0.617 -0.39
N 1.268896 1.562697 -1.349548 0.332 -0.482 0.458 0.25
N -0.721177 -1.185337 1.064102 0.271 0.094 -0.869 0.02
C 1.335964 1.738402 0.007130 -0.994 0.481 -1.098 -0.43
C 0.141100 2.031120 -2.107209 0.021 0.082 -0.137 0.65
C -1.566469 -0.116729 1.559644 -0.572 -0.697 0.711 0.23
C -1.254837 -2.194662 0.308043 -0.531 0.329 0.464 -0.17
C 2.547513 1.176110 0.673118 0.138 -0.050 0.338 1.82
C -0.251478 -3.049781 -0.399660 0.537 -0.479 0.144 0.92
H 0.190019 -0.886846 0.727051 0.021 -0.050 0.201 0.02
H -2.421013 0.081799 0.907420 0.441 0.338 -0.385 0.00
H 1.822387 0.826400 -1.776113 0.171 -0.035 0.186 -0.43
H 0.266505 -3.654794 0.356037 -0.096 0.011 -0.069 -0.02
H -0.516767 2.549208 -1.421065 -0.118 0.178 -0.050 0.06
H -0.935389 0.733561 1.791458 -0.199 0.271 -0.254 -0.01
H -0.411215 1.209984 -2.571035 0.083 -0.092 0.023 -0.20
H 3.301712 1.972448 0.644065 0.151 -0.228 -0.053 -0.36
H -2.065040 -0.446256 2.475103 0.205 -0.008 0.226 -0.03
H 2.900972 0.257974 0.197174 0.129 0.159 -0.174 -0.23
H 0.493187 2.707510 -2.886266 -0.191 0.122 -0.103 -0.13
H -0.734722 -3.726428 -1.098166 -0.115 0.081 -0.048 -0.09
H 2.346780 0.949341 1.718375 -0.131 0.084 0.019 0.01
H 0.544348 -2.486282 -0.897519 -0.162 0.164 -0.040 -0.35

=====

(6)
24
Properties=species:S:1:pos:R:3:forces:R:3:mulliken_charge:R:1 method="wB97M-V/def2-TZVPD" orbital_gap_ha=0.38555 relative_energy_kj_mol=67.2 spin_multiplicity=1 e_homo_ev=-9.911
O -3.592560 0.780002 0.080687 -0.102 0.109 -0.097 -0.63
O 3.130777 -0.418366 -1.090705 -0.150 0.165 -0.071 -0.64
N 1.568207 -1.033328 0.398969 -0.653 -0.649 -0.270 -0.24
N -1.382233 0.375935 0.314040 0.357 0.058 0.482 -0.08
C 2.426407 -0.136572 -0.137305 0.417 -0.051 -0.441 0.76
C 2.543189 1.196243 0.561953 0.028 -0.262 -0.177 -0.92
C 1.123291 -2.247122 -0.272295 -0.283 0.114 0.102 -0.90
C -1.281888 1.005018 1.622821 -0.447 -0.102 -0.430 -1.02
C -2.346544 0.105375 -1.861476 -0.012 -0.422 -0.724 -1.00
C -2.531593 0.460962 -0.413104 -0.046 -0.257 0.000 0.69
H 1.787802 1.370800 1.316332 0.016 -0.130 0.427 0.25
H -2.245408 0.893522 2.098108 -0.291 0.252 0.077 0.38
H 2.464773 2.010702 -0.146245 0.126 0.010 -0.345 0.28
H 1.114278 -3.076738 0.432517 0.431 -0.168 -0.154 0.32
H 0.080954 -2.139084 -0.573835 -0.118 0.149 -0.159 0.25
H -0.528415 0.254222 -0.195304 0.153 -0.017 -0.206 0.10
H 1.709708 -2.430460 -1.164321 0.270 -0.124 0.157 0.36
H 0.932608 -0.762454 1.111750 -0.083 0.566 0.619 0.22
H -1.434487 -0.453959 -2.065364 0.172 0.060 0.186 0.26
H -1.040546 2.061362 1.492552 0.055 0.012 0.387 0.29
H -3.154395 -0.497596 -2.268830 -0.272 0.039 0.343 0.34
H -0.582380 0.498605 2.277714 0.402 -0.028 -0.106 0.34
H -2.315080 0.997300 -2.477286 0.016 0.337 0.054 0.26
H 3.553527 1.185622 0.958635 0.013 0.337 0.346 0.32

=====

(7)
24
Properties=species:S:1:pos:R:3:forces:R:3:mulliken_charge:R:1 method="wB97M-V/def2-TZVPD" orbital_gap_ha=0.35062 relative_energy_kj_mol=100.5 spin_multiplicity=1 e_homo_ev=-8.937
O -1.255114 0.161416 -0.207681 0.309 0.109 0.848 -0.57
O 2.998478 -0.466419 -1.761611 -0.230 -0.354 -0.199 -0.65
N 1.037869 0.654073 -1.537623 0.980 0.510 0.079 -0.10
N -1.507307 -0.402782 2.025176 0.787 -0.024 -1.917 -0.27
C 2.281578 0.288124 -1.121051 0.365 0.221 -0.978 0.75
C 0.482246 0.132068 -2.748545 0.222 -1.463 -0.723 -0.89
C -1.882605 -0.346646 0.704685 -1.485 0.194 -0.918 0.56
C -3.273524 -0.885213 0.408149 -0.287 -0.074 0.582 -1.05
C -0.074704 -0.161810 2.254540 -1.170 -0.392 3.099 -0.82
C 2.867255 0.935529 0.082998 -0.928 1.821 1.592 -0.89
H -3.541955 -1.621728 1.171990 -0.331 0.055 -0.218 0.35
H -3.350416 -1.323359 -0.578371 0.414 -0.226 -0.119 0.30
H -0.029423 -0.827436 -2.535124 -0.105 0.516 -0.252 0.26
H -1.976323 -1.157809 2.494941 0.241 0.039 0.486 0.27
H 3.150016 1.996559 -0.046842 0.423 -0.536 -0.841 0.29
H 3.700291 0.385908 0.495603 0.065 -0.174 -0.108 0.29
H 0.183712 0.815343 1.882050 0.354 -0.182 -0.567 0.22
H 2.132826 1.165087 0.871905 -0.075 -0.830 0.005 0.08
H -4.025191 -0.083328 0.388958 0.351 -0.040 0.360 0.24
H -0.170514 0.806786 -3.302969 -0.111 0.164 0.546 0.32
H 0.434998 1.163906 -0.926087 -0.140 -0.046 0.262 0.29
H 1.292372 -0.130023 -3.445118 -0.073 0.164 0.379 0.33
H 0.560933 -1.027821 2.065948 0.105 0.384 -0.860 0.32
H -0.035497 -0.070425 3.364078 0.320 0.164 -0.537 0.38

=====

(8)
24
Properties=species:S:1:pos:R:3:forces:R:3:mulliken_charge:R:1 method="wB97M-V/def2-TZVPD" orbital_gap_ha=0.37438 relative_energy_kj_mol=143.5 spin_multiplicity=1 e_homo_ev=-9.649
O 0.618362 1.525162 -2.309126 -0.357 0.188 0.147 -0.58
O -0.914254 -3.320581 2.095758 -0.093 -0.417 0.047 -0.62
N 0.171155 2.120143 -0.153996 -0.366 0.574 -2.884 -0.13
N -1.075438 -1.888798 0.340117 0.423 0.521 -0.568 -0.10
C 2.465785 1.467515 -0.822972 -0.598 -2.484 0.814 -0.97
C -0.827269 3.036667 -0.707346 -1.612 -0.665 1.684 -0.83
C 0.988546 1.637419 -1.160604 1.417 0.306 0.854 0.55
C -0.377139 -2.608407 1.277004 -0.676 0.316 0.284 0.65
C 1.079220 -2.219974 1.291943 0.226 0.190 0.547 -0.88
C -2.497576 -1.933955 0.083232 -0.546 -1.093 0.670 -0.91
H 3.075294 2.324353 -1.091253 -0.089 -0.078 -0.099 0.28
H 0.204951 1.989206 0.827442 0.719 -0.099 0.435 0.25
H -0.414803 3.812123 -1.350601 0.199 -0.073 0.196 0.26
H -1.294935 3.438918 0.211025 -0.021 0.426 -0.751 0.33
H -1.625989 2.508577 -1.255300 0.410 0.184 0.081 0.25
H 2.597306 1.162005 0.224410 -0.025 0.828 0.131 0.30
H -2.756344 -2.812861 -0.504061 -0.007 -0.241 -0.048 0.29
H 1.850031 -2.956368 1.536329 -0.622 -0.454 -0.445 0.35
H -0.506106 -1.368275 -0.301652 -0.152 0.091 -0.155 0.13
H 2.765087 0.510753 -1.288712 0.313 0.829 -0.566 0.29
H 1.253129 -1.748497 0.334976 0.798 0.311 0.028 0.24
H -2.944658 -1.101540 -0.456278 0.708 0.425 0.144 0.31
H -3.018229 -2.042669 1.039274 0.048 0.068 -0.112 0.32
H 1.183871 -1.530916 2.140391 -0.097 0.348 -0.435 0.20

=====

(9)
24
Properties=species:S:1:pos:R:3:forces:R:3:mulliken_charge:R:1 method="wB97M-V/def2-TZVPD" orbital_gap_ha=0.36954 relative_energy_kj_mol=93.4 spin_multiplicity=1 e_homo_ev=-9.492
O 0.617261 2.205803 0.406426 0.284 -0.539 0.519 -0.63
O -3.376515 -0.813431 0.153321 0.125 -0.462 -0.706 -0.62
N -1.161975 -1.420567 0.032405 1.012 -0.575 -0.872 -0.15
N 1.691118 0.819256 -0.982283 0.133 -0.480 -0.386 -0.22
C 2.498641 0.956302 1.316539 -0.671 1.228 0.128 -1.02
C 1.496225 1.367550 0.253762 -0.005 0.223 -0.843 0.70
C -2.234214 -0.782850 0.558423 -0.334 0.672 1.869 0.78
C 0.907087 1.329424 -2.109034 -0.635 0.241 1.322 -0.81
C -1.942452 -0.116111 1.924118 0.138 -0.542 -0.394 -1.04
C -1.223647 -2.369858 -1.071791 -1.952 1.439 -0.452 -1.01
H -0.868296 -3.355126 -0.804501 0.343 -0.038 -0.160 0.32
H 1.102976 2.396668 -2.173328 0.025 0.083 -0.547 0.28
H 2.511987 0.264654 -1.158592 -0.061 0.042 0.077 0.22
H -2.881056 -0.067715 2.467026 -0.106 0.299 -0.151 0.33
H -0.241270 -1.048137 0.215124 -0.236 -0.001 0.444 0.18
H 1.015736 0.789999 -3.040046 0.502 -0.111 0.033 0.35
H 3.389506 0.505127 0.897082 0.024 -0.283 0.175 0.37
H 2.031681 0.410591 2.132411 0.027 -0.435 -0.204 0.24
H 2.736778 1.922861 1.766949 0.409 -0.116 0.052 0.31
H -1.296907 -0.780746 2.504167 0.183 0.192 -0.077 0.31
H -2.290598 -2.403369 -1.329222 0.030 -0.547 0.348 0.37
H -0.867117 -1.922774 -2.002360 0.885 -0.378 0.138 0.30
H -1.481730 0.866232 1.832850 -0.021 0.032 -0.040 0.23
H -0.133224 1.246222 -1.789456 -0.101 0.056 -0.273 0.23

=====

(10)
24
Properties=species:S:1:pos:R:3:forces:R:3:mulliken_charge:R:1 method="wB97M-V/def2-TZVPD" orbital_gap_ha=0.36951 relative_energy_kj_mol=62.7 spin_multiplicity=1 e_homo_ev=-9.337
O -1.366475 -2.246196 2.062531 0.068 0.504 0.529 -0.61
O 1.677470 2.513798 -0.252079 -0.087 -0.823 -0.929 -0.63
N -1.859453 -3.075884 0.074821 -0.715 -0.427 -1.004 -0.39
N 2.544345 1.340630 -1.963664 0.262 -1.977 -1.280 -0.38
C 4.016864 4.257667 -1.706628 -0.434 -0.279 0.005 -0.95
C 2.556222 3.804069 -1.991774 -0.537 -0.365 -1.095 -0.42
C -3.664530 -3.507321 3.184521 0.021 -1.239 1.499 -1.07
C -3.627572 -2.941633 1.827770 -0.513 1.529 -1.784 -0.15
C -2.220428 -2.702771 1.334120 1.108 -0.679 0.027 0.43
C 2.169848 2.465713 -1.384309 0.261 2.620 3.106 0.50
H -2.845840 -3.124705 3.816951 -0.374 -0.092 -0.339 0.30
H 4.730307 3.738478 -2.368483 -0.257 0.207 0.297 0.27
H 1.796691 4.510501 -1.605102 0.627 -0.295 -0.191 0.24
H -4.226331 -3.527076 1.103773 0.255 0.297 0.309 0.26
H 4.275365 4.025730 -0.659734 -0.084 0.159 -0.404 0.30
H -4.047250 -1.917833 1.861609 -0.039 -0.356 -0.224 0.23
H 2.918722 1.307153 -2.915116 -0.353 0.005 0.809 0.21
H -4.623526 -3.307476 3.691469 0.375 -0.152 -0.231 0.30
H 2.277169 0.475042 -1.488375 0.272 0.522 -0.436 0.25
H 4.120033 5.344797 -1.861915 -0.043 -0.492 0.026 0.29
H -0.895188 -2.915007 -0.226587 -0.783 -0.122 0.314 0.23
H 2.351446 3.645603 -3.068059 0.379 0.732 0.090 0.31
H -3.544682 -4.598400 3.075893 -0.025 0.264 0.496 0.28
H -2.513207 -3.564879 -0.541635 0.616 0.458 0.412 0.20